Below is a molecular structure, C50H62ErNOP3S at a distorted geometry, with properties calculated with ωB97M-V/def2-TZVPD.

Geometry as XYZ:
```
119
Properties=species:S:1:pos:R:3:forces:R:3
Er 5.245310 -14.766292 16.406702 1.017 -1.218 -2.492
C 9.974062 -15.908962 13.053277 0.094 0.221 -0.096
C 9.208824 -15.014463 14.055485 -0.767 -0.594 -0.165
C 9.560248 -13.554198 13.966524 1.083 0.762 -0.536
P 7.319943 -15.139135 13.937168 0.663 0.290 0.274
C 7.107917 -14.585757 12.116377 -0.175 0.003 0.451
C 6.458562 -15.521502 11.086028 -0.113 0.315 -0.492
C 6.413589 -13.216572 12.192428 -0.584 0.119 0.371
C 7.047592 -16.910772 14.290615 -0.140 -1.382 -0.025
C 7.081817 -17.903737 13.288458 -0.382 0.071 1.632
C 6.621907 -19.200139 13.564758 0.686 0.594 -0.576
C 6.610693 -20.222132 12.475927 0.275 -0.167 -0.294
C 6.242958 -19.533534 14.846823 -0.602 -0.749 0.637
C 6.278202 -18.636638 15.897546 0.502 1.146 -1.153
C 6.724632 -17.324322 15.630984 -0.371 -0.089 -0.564
N 6.854796 -16.390467 16.684082 -0.724 0.732 0.260
C 8.074071 -16.436090 17.356889 -0.044 0.681 0.626
C 8.978345 -17.511569 17.250700 0.311 1.092 0.354
C 10.270807 -17.390081 17.746797 0.090 0.816 0.108
C 10.728114 -16.216487 18.394536 -0.836 -0.407 -0.584
C 12.139369 -16.006634 18.834100 0.489 0.798 0.237
C 9.780093 -15.218664 18.631717 -0.777 -0.713 -0.003
C 8.447828 -15.331730 18.190839 0.384 -0.733 -0.584
P 7.142659 -14.169232 18.733278 1.178 -0.664 -0.611
C 8.092222 -12.555313 18.522197 0.734 0.064 0.416
C 7.379689 -11.612957 17.561573 -0.060 0.123 -0.105
C 8.489125 -11.831924 19.798243 1.049 0.415 0.938
C 7.016436 -14.884049 20.497353 0.932 0.284 -0.138
C 6.133882 -16.127184 20.444312 0.134 -0.766 0.491
C 6.635096 -13.898519 21.597092 0.080 0.103 1.169
H 11.067654 -15.776361 13.203772 -0.607 -0.066 -0.108
H 9.753021 -15.670068 11.979116 0.130 -0.138 0.945
H 9.738160 -16.966153 13.237125 0.101 0.260 -0.123
H 9.400784 -15.369263 15.072183 0.129 -0.054 0.020
H 9.482644 -13.171554 12.920910 0.052 -0.228 0.686
H 10.616624 -13.378124 14.294353 -0.819 -0.062 -0.227
H 8.883080 -12.962548 14.584257 0.151 0.151 0.091
H 8.126795 -14.373920 11.802768 0.132 -0.168 -0.033
H 5.808570 -16.282439 11.533584 0.034 0.254 -0.168
H 7.231899 -16.016687 10.467857 -0.394 0.062 0.381
H 5.857612 -14.887984 10.389748 0.288 -0.605 0.460
H 5.379609 -13.337171 12.581854 0.528 0.173 -0.136
H 6.338878 -12.720322 11.216572 0.100 -0.306 0.027
H 6.971449 -12.524496 12.844872 -0.266 -0.248 -0.070
H 7.555632 -17.676225 12.356842 -0.251 0.084 -0.657
H 5.903729 -19.935555 11.682059 0.312 -0.144 0.142
H 6.291170 -21.177479 12.896911 0.129 -0.050 -0.281
H 7.631785 -20.317226 12.046893 -0.697 -0.097 0.094
H 5.914352 -20.555841 15.069635 0.078 0.329 -0.264
H 5.964318 -18.932236 16.882671 0.121 0.066 0.317
H 8.676298 -18.401301 16.749039 -0.033 -0.463 -0.352
H 10.949725 -18.208998 17.557794 0.193 -0.057 0.155
H 12.826600 -16.751187 18.436469 -0.043 -0.013 -0.019
H 12.206081 -16.027070 19.930190 0.088 -0.074 -0.182
H 12.499263 -14.992840 18.522825 -0.217 -0.832 0.165
H 10.059178 -14.360083 19.236351 0.097 0.028 -0.067
H 9.032739 -12.851820 18.020805 -0.496 -0.041 0.222
H 6.387144 -11.323815 17.908588 0.025 0.131 0.161
H 7.216884 -12.115096 16.606801 0.120 0.083 -0.293
H 7.975767 -10.692967 17.393259 -0.314 -0.522 0.013
H 7.620604 -11.381352 20.306556 0.336 0.008 -0.199
H 9.253860 -11.026257 19.582868 -0.989 -0.672 0.129
H 8.990033 -12.493912 20.552059 -0.485 0.373 -0.680
H 8.051052 -15.225182 20.711390 -0.575 0.106 -0.214
H 5.102516 -15.907668 20.157947 0.019 0.045 -0.060
H 6.080906 -16.586429 21.466909 0.127 0.343 -0.836
H 6.535048 -16.890306 19.750028 -0.183 0.389 0.284
H 5.821412 -14.284769 22.256032 0.564 0.182 -0.474
H 6.308576 -12.937088 21.215238 -0.126 0.188 -0.015
H 7.521122 -13.691015 22.249664 -0.807 -0.128 -0.480
C 0.438894 -9.497899 17.339714 1.185 -1.307 -0.342
C 1.656815 -9.483514 16.613270 -0.719 -0.101 0.041
C 2.225873 -10.652444 16.132908 0.139 -0.610 0.301
C 1.621596 -11.908193 16.375626 -1.164 0.673 0.133
C 0.385307 -11.941479 17.055907 1.222 1.293 0.216
C -0.137509 -10.748909 17.603217 0.186 -0.039 -0.564
P 2.476893 -13.381961 15.828585 1.775 0.253 -0.071
C 1.505341 -14.840878 16.302367 -0.840 -0.513 -0.123
C 0.224435 -15.066363 15.747665 0.925 -0.792 0.756
C -0.417280 -16.295476 15.970838 0.799 0.272 0.615
C 0.181999 -17.311590 16.766138 -0.007 1.302 -0.456
C 1.417711 -17.041492 17.372910 -0.009 0.239 -0.305
C 2.077208 -15.833041 17.123742 -0.309 0.182 -0.394
C 2.462980 -13.307953 14.041751 0.060 0.137 -0.600
C 1.887450 -12.341825 13.248165 -0.148 -0.497 -0.560
C 1.670745 -12.618516 11.860027 0.845 -0.777 0.236
C 2.035125 -13.842168 11.326401 -0.262 -0.218 1.835
C 2.526893 -14.910235 12.192243 0.881 1.585 0.133
C 2.658965 -16.249894 11.783247 0.920 -0.062 0.884
C 3.234958 -17.147064 12.669144 -0.444 -0.092 0.041
C 3.778781 -16.727461 13.908867 0.252 0.447 -0.446
C 3.822198 -15.392980 14.314330 -0.501 -0.455 0.738
C 3.015932 -14.521661 13.501645 -0.823 -0.608 -0.711
H 0.027277 -8.575010 17.710152 -0.157 0.039 0.126
H 2.165984 -8.556448 16.400092 -0.083 0.216 0.042
H 3.180093 -10.630429 15.584804 -0.440 0.108 0.279
H -0.093777 -12.887994 17.214191 -0.296 -0.209 0.162
H -1.015614 -10.830728 18.221073 -0.303 0.150 -0.004
H -0.208325 -14.277592 15.140866 -0.164 -0.238 -0.065
H -1.403271 -16.387646 15.557389 -0.258 -0.481 -0.151
H -0.321283 -18.265623 16.893536 0.093 0.187 0.088
H 1.914571 -17.750450 18.031326 -0.244 -0.112 -0.206
H 3.066143 -15.654280 17.582025 -0.732 -0.259 -0.210
H 1.634169 -11.357288 13.634085 -0.412 -0.337 0.116
H 1.170770 -11.892592 11.243410 0.196 0.307 -0.199
H 1.945292 -14.039595 10.280070 -0.418 -0.172 -0.487
H 2.353315 -16.520636 10.795606 -0.214 -0.309 -0.419
H 3.290819 -18.218589 12.463096 -0.101 0.316 -0.245
H 4.209557 -17.508909 14.532121 0.162 0.089 -0.147
C 3.836175 -11.725373 19.489541 -0.171 0.968 -0.107
S 3.967311 -13.529584 19.504678 0.032 0.551 -1.484
C 2.210386 -13.896112 19.698299 -0.664 0.452 0.251
O 4.292626 -13.837987 17.988362 -1.708 0.973 3.683
H 3.050010 -11.453735 18.748355 0.558 -0.183 0.391
H 4.803034 -11.244860 19.199453 -0.712 -0.753 0.207
H 3.551693 -11.307749 20.484336 0.163 -0.680 -0.571
H 1.896664 -13.631604 20.738256 0.502 -0.036 -0.720
H 2.062565 -14.973026 19.582930 0.080 0.226 -0.106
H 1.592941 -13.313483 18.966854 0.647 -0.557 0.516
```
Positions in Å, forces in eV/Å.

Summary:
F_max: 4.2 eV Å⁻¹
net charge: +1
lowest unoccupied orbital energy (alpha / beta): -2.27 / -2.20 eV
2S+1: 4
frontier orbital gap (alpha / beta): 6.90 / 6.98 eV
E: -4509.54975 Eh